{"formula": "C21H32N4OS", "method": "ωB97M-V/def2-TZVPD", "smiles": "Cc1cc2nc(C3CCN(C(=S)NCCCOC(C)C)CC3)[nH]c2cc1C", "total_energy_ev": -41141.1979, "e_homo_ha": -0.2867, "species": ["C", "C", "C", "C", "C", "C", "C", "C", "H", "H", "H", "H", "N", "C", "N", "C", "C", "C", "N", "C", "S", "N", "H", "C", "H", "H", "C", "C", "O", "C", "C", "H", "H", "H", "C", "H", "H", "H", "H", "H", "H", "H", "H", "C", "C", "H", "H", "H", "H", "H", "H", "H", "H", "H", "H", "H", "H", "H", "H"], "xyz": [[-4.4151, -2.3597, -1.4257], [-3.7960, -1.1555, -0.7785], [-2.9487, -0.3482, -1.5143], [-2.3754, 0.7557, -0.8978], [-2.6716, 1.0385, 0.4514], [-3.5209, 0.2375, 1.1921], [-4.0803, -0.8665, 0.5724], [-4.9940, -1.7642, 1.3523], [-4.6013, -2.7802, 1.3850], [-5.1037, -1.4054, 2.3725], [-5.9810, -1.8053, 0.8924], [-3.7298, 0.4573, 2.2288], [-1.9460, 2.1632, 0.7510], [-1.2255, 2.4780, -0.3666], [-1.4772, 1.6806, -1.3676], [-0.2561, 3.6178, -0.4527], [0.7517, 3.3142, -1.5678], [1.4356, 1.9636, -1.2789], [1.4691, 1.7069, 0.1499], [0.8217, 0.6689, 0.7428], [0.4409, 0.7090, 2.3647], [0.5120, -0.3991, -0.0176], [1.0586, -0.5624, -0.8520], [-0.0859, -1.5934, 0.5250], [-0.6733, -2.0581, -0.2715], [-0.7596, -1.2963, 1.3323], [0.9607, -2.5739, 1.0625], [1.8855, -3.0932, -0.0445], [2.5994, -2.0814, -0.7265], [3.9408, -1.8503, -0.3257], [4.0670, -1.2566, 1.0783], [3.7861, -1.9801, 1.8396], [3.4319, -0.3789, 1.1743], [5.0985, -0.9621, 1.2545], [4.5306, -0.9014, -1.3653], [4.3644, -1.2967, -2.3637], [4.0469, 0.0691, -1.2900], [5.5975, -0.7812, -1.2020], [4.4862, -2.8101, -0.3562], [1.2731, -3.5864, -0.8097], [2.5817, -3.8352, 0.3676], [1.5335, -2.0703, 1.8406], [0.4513, -3.4279, 1.5111], [1.7310, 2.9085, 0.9101], [0.5266, 3.8631, 0.8482], [-0.1074, 3.7116, 1.7209], [0.8804, 4.8947, 0.8726], [2.6184, 3.3770, 0.4761], [1.9490, 2.6313, 1.9423], [2.4616, 1.9684, -1.6675], [0.8669, 1.1816, -1.7780], [0.2360, 3.2501, -2.5237], [1.4826, 4.1228, -1.6151], [-0.8215, 4.5230, -0.7062], [-1.8522, 2.5643, 1.6687], [-2.7271, -0.5687, -2.5473], [-5.5026, -2.2950, -1.4025], [-4.0979, -2.4413, -2.4622], [-4.1271, -3.2717, -0.9029]], "forces_ev_per_angstrom": [[0.007, 0.049, 0.052], [0.053, -0.020, -0.153], [0.000, 0.076, 0.152], [-0.267, 0.117, 0.757], [-0.083, -0.292, -0.607], [0.000, -0.024, 0.055], [0.046, 0.128, 0.125], [0.028, 0.027, -0.048], [-0.049, -0.114, 0.044], [-0.037, -0.017, 0.068], [-0.104, -0.073, 0.025], [-0.056, -0.026, 0.126], [-0.121, 0.206, -0.026], [-0.186, 0.154, -0.071], [0.215, 0.238, -0.389], [0.109, 0.258, -0.056], [-0.177, -0.066, 0.075], [0.249, -0.059, -0.501], [-0.062, -0.208, -0.019], [0.082, -0.282, -0.152], [-0.107, -0.096, 0.962], [0.263, 0.435, -0.223], [-0.033, 0.185, 0.074], [-0.109, -0.397, 0.322], [-0.029, -0.001, 0.009], [0.008, -0.064, -0.217], [0.126, 0.238, -0.432], [-0.237, -0.258, 0.297], [0.019, 0.137, -0.166], [0.407, 0.193, 0.019], [-0.137, -0.266, -0.285], [-0.033, -0.011, 0.119], [-0.088, 0.120, 0.038], [0.127, 0.014, 0.046], [-0.202, -0.400, 0.188], [0.021, -0.017, -0.111], [-0.046, 0.173, 0.015], [0.118, 0.061, 0.011], [-0.110, 0.119, -0.030], [0.083, -0.054, 0.098], [-0.004, 0.009, -0.077], [-0.018, -0.032, 0.073], [-0.017, -0.077, 0.045], [0.125, 0.252, 0.385], [0.035, -0.112, -0.070], [0.032, 0.046, 0.070], [-0.029, 0.024, 0.008], [-0.028, 0.002, -0.024], [0.059, 0.093, -0.193], [-0.099, -0.029, -0.039], [0.098, 0.072, 0.047], [0.075, 0.018, -0.054], [-0.006, 0.035, -0.016], [0.046, -0.095, 0.018], [0.165, -0.079, -0.106], [0.022, -0.046, -0.148], [-0.097, -0.089, -0.035], [-0.007, -0.045, -0.063], [-0.038, -0.128, -0.013]]}